1.
{"formula": "C48H56BrGeN2O8SScSi", "method": "ωB97M-V/def2-TZVPD", "symbols": ["Sc", "O", "C", "C", "C", "C", "C", "C", "C", "N", "N", "C", "O", "C", "C", "C", "C", "C", "C", "H", "H", "H", "H", "H", "H", "H", "H", "H", "H", "Br", "O", "C", "C", "C", "C", "C", "O", "Si", "S", "O", "C", "C", "C", "C", "O", "C", "C", "C", "C", "H", "H", "H", "H", "H", "H", "H", "H", "H", "H", "H", "H", "H", "H", "H", "H", "H", "H", "H", "H", "H", "H", "H", "H", "H", "H", "H", "O", "C", "O", "C", "C", "Ge", "C", "C", "C", "C", "C", "C", "C", "C", "C", "C", "C", "C", "C", "C", "C", "C", "C", "C", "H", "H", "H", "H", "H", "H", "H", "H", "H", "H", "H", "H", "H", "H", "H", "H", "H", "H", "H"], "coordinates": [[-1.7377, -1.1304, -2.4598], [-1.0310, -2.0112, -0.8532], [-0.5420, -1.7695, 0.3039], [-0.5894, -2.6322, 1.3717], [-0.0428, -2.2983, 2.5994], [0.6868, -1.1411, 2.8259], [0.7352, -0.2474, 1.7748], [0.2112, -0.5427, 0.5615], [0.1159, 0.5279, -0.4604], [-0.5206, 0.5454, -1.5487], [-0.3629, 1.6863, -2.2979], [-0.8344, 1.4737, -3.5446], [-1.1780, 0.3102, -3.9340], [-0.9224, 2.6559, -4.4230], [-1.2735, 3.8322, -3.8794], [-1.5419, 4.9379, -4.5807], [-1.3319, 4.9895, -5.9361], [-0.9730, 3.8208, -6.5781], [-0.6584, 2.6483, -5.8277], [-1.2669, -3.5088, 1.4297], [-0.2212, -2.9238, 3.4588], [1.1894, -0.8978, 3.7583], [1.2836, 0.7648, 1.9375], [0.7281, 1.3580, -0.2148], [-1.3377, 3.9159, -2.7562], [-1.9053, 5.7258, -3.9039], [-1.6199, 5.9684, -6.4530], [-0.6411, 3.9004, -7.5343], [-0.3447, 1.7486, -6.3327], [-4.1810, -1.2946, -1.6934], [-6.1209, -4.8418, 4.7283], [-6.4388, -5.5280, 5.5367], [1.9289, -0.8098, 9.0988], [0.7822, -0.6135, 8.1218], [0.9766, -1.4803, 6.9231], [-0.5307, -0.8089, 8.8551], [0.9340, 0.7281, 7.7799], [0.0067, 1.8977, 7.0057], [1.3011, 3.1932, 6.0930], [-1.0055, 0.9833, 6.0431], [-1.9296, 1.2846, 5.0152], [-2.6828, -0.0138, 4.6135], [-2.8814, 2.3654, 5.4366], [-1.2115, 1.7375, 3.7850], [-1.0066, 2.4179, 8.1831], [-0.8854, 3.5046, 9.0765], [-1.0624, 4.8404, 8.4255], [-2.0195, 3.2163, 10.0645], [0.4439, 3.4317, 9.9145], [1.8387, -1.7404, 9.6679], [2.1549, 0.0492, 9.7300], [2.8554, -1.0167, 8.5397], [0.8839, -2.5210, 7.2445], [2.0088, -1.3046, 6.5351], [0.2000, -1.3896, 6.1554], [-0.7734, -1.8738, 8.9852], [-1.3500, -0.4594, 8.1694], [-0.6236, -0.2347, 9.7653], [-3.0862, -0.6138, 5.4582], [-1.9702, -0.7843, 4.2095], [-3.4434, 0.1376, 3.8365], [-3.2930, 2.1105, 6.3373], [-3.6917, 2.3162, 4.7534], [-2.3682, 3.3273, 5.6062], [-0.4842, 0.9232, 3.5733], [-0.7070, 2.6266, 3.9698], [-1.8341, 1.8782, 2.9336], [-2.0065, 5.0156, 7.9703], [-0.3068, 5.0606, 7.6550], [-0.9558, 5.6076, 9.2018], [-2.9959, 3.1177, 9.5746], [-1.9222, 3.9708, 10.8096], [-1.7559, 2.2351, 10.5312], [1.3328, 3.5211, 9.2311], [0.5250, 2.4719, 10.3595], [0.4388, 4.2086, 10.6722], [-2.2825, -2.6786, -4.0026], [-1.0669, -2.8441, -4.1579], [-0.1980, -2.1879, -3.4460], [-0.4420, -3.8812, -5.0191], [1.1388, -3.7753, -5.3877], [1.5148, -2.1058, -6.4036], [0.0422, -1.8254, -7.6045], [-0.6957, -0.5908, -7.4919], [-1.9299, -0.4525, -8.0592], [-2.3045, -1.5268, -9.1852], [-1.5492, -2.5834, -9.2618], [-0.5284, -2.8538, -8.3752], [3.1537, -2.6777, -7.5260], [4.3354, -2.2251, -7.1813], [5.6104, -2.5117, -7.7314], [5.4175, -3.5851, -8.6477], [4.2846, -4.1170, -8.9733], [2.9699, -3.6705, -8.5939], [2.1707, -0.6850, -5.2495], [2.3248, -0.7382, -3.8647], [2.6481, 0.3587, -3.1279], [3.0485, 1.4849, -3.8114], [2.8807, 1.5742, -5.1761], [2.4266, 0.5677, -5.9424], [-1.0476, -4.2940, -5.8908], [-0.6500, -4.7022, -4.5813], [1.2936, -4.6775, -5.6741], [1.4241, -4.0309, -4.4418], [-0.0449, -0.1653, -6.8173], [-2.3716, 0.6197, -7.8675], [-3.1812, -1.2126, -10.0223], [-1.9983, -3.8599, -10.1228], [-0.1997, -3.8999, -8.1687], [4.0225, -1.3977, -6.7241], [6.5184, -2.3137, -7.2988], [6.2051, -4.1969, -8.7486], [4.0810, -4.5148, -10.1346], [2.0866, -4.1748, -8.8176], [1.9132, -1.7769, -3.4835], [2.6217, 0.3466, -2.0359], [3.4879, 2.2616, -3.2580], [3.1821, 2.4622, -5.6578], [2.5264, 0.5014, -7.0192]], "atomic_forces_ev_per_a": [[0.3, 0.2, 0.0], [-0.6, -0.4, -0.4], [1.9, 1.4, 0.6], [-1.5, -1.4, 1.6], [0.5, 0.3, 0.6], [0.1, 0.0, -0.2], [2.3, 2.1, 1.2], [-2.6, -0.1, -2.9], [1.2, -1.3, 1.9], [-0.7, -0.7, -0.8], [-0.9, 0.8, -2.1], [1.5, -0.4, 2.7], [-0.9, -0.1, -0.8], [1.2, -1.5, -2.5], [-0.3, -0.1, 3.9], [-0.4, 2.2, 0.5], [-1.6, 1.8, -0.5], [1.2, -1.0, 3.1], [-1.6, 1.0, 0.6], [0.6, 0.5, -0.8], [0.0, -0.5, 0.0], [-0.4, -0.2, 0.0], [-1.1, -1.8, -0.4], [0.5, 1.2, 0.1], [-0.1, -0.5, -1.3], [0.2, 0.3, -1.1], [0.7, -1.6, 0.4], [0.4, -0.2, -3.0], [0.1, 0.0, 0.1], [-0.3, 0.3, 0.0], [0.6, 1.3, -1.6], [-0.6, -1.3, 1.6], [1.4, -1.5, -0.1], [0.2, 1.3, 1.3], [0.2, -1.1, -0.5], [-1.8, -0.5, -1.8], [-0.2, 1.1, -0.7], [1.4, -0.7, -0.9], [-0.5, 0.1, 0.3], [0.0, -0.4, 0.1], [-0.3, -0.6, -0.3], [0.8, -1.5, 0.5], [1.1, 0.3, -0.5], [1.1, -2.1, -0.2], [-0.3, 0.6, -0.1], [0.0, -1.3, 0.9], [1.3, 1.2, 0.0], [0.9, -1.1, -0.1], [0.1, 0.7, -2.2], [-0.4, 0.1, 0.4], [-0.5, -0.1, 0.1], [-0.1, 0.4, -0.1], [0.3, -0.2, 0.0], [-0.9, -0.1, 0.0], [0.3, 0.6, 0.1], [0.3, 0.1, 0.4], [0.6, -0.1, 0.6], [0.2, 0.0, 0.3], [-0.3, 0.9, -0.1], [-0.3, 1.0, 0.0], [0.1, 0.1, 0.3], [-1.1, -0.7, 2.7], [-0.7, 0.9, -1.0], [-0.3, -0.2, -0.6], [-0.4, 0.9, -0.1], [1.2, 1.6, 0.4], [-0.8, -0.1, -0.7], [-1.1, -0.3, -0.4], [-0.1, -0.4, 0.3], [0.0, 0.0, 0.0], [0.2, 0.4, 0.2], [-0.7, 0.7, 0.9], [-0.4, 0.7, -0.3], [-0.8, 0.2, 0.6], [-0.1, -0.9, 0.6], [0.1, 0.2, 0.1], [-0.6, 0.2, -0.1], [2.3, 0.5, 0.4], [-1.1, -0.8, -1.0], [0.9, 3.6, -5.6], [-5.0, 5.1, 1.4], [2.2, -2.3, 0.5], [-2.3, -1.0, -1.3], [0.5, -3.8, -1.2], [-0.2, 0.8, -2.5], [-3.4, 6.9, 0.4], [-0.7, -6.3, -2.3], [2.2, -0.5, 1.7], [-6.1, -3.7, -2.7], [3.8, 1.0, -1.2], [-5.0, -3.2, -1.0], [3.7, 3.7, 3.7], [-8.9, -1.5, -6.6], [5.2, 2.0, 3.8], [-0.1, 2.1, -1.4], [-2.6, -4.1, -0.8], [0.6, 0.3, 0.9], [-0.7, -0.6, 0.1], [0.9, 1.4, 0.2], [-0.1, -3.9, 0.9], [0.2, 1.9, 0.1], [-0.4, -6.0, 4.4], [1.4, -5.7, -3.9], [2.1, 1.2, 3.1], [-0.4, 3.3, 1.6], [0.0, -2.6, -0.8], [2.5, -1.1, 2.8], [1.3, 3.9, 2.3], [-0.1, 0.9, -0.7], [1.0, 3.7, 3.3], [2.0, 1.0, 0.7], [3.4, -1.7, -1.6], [1.5, -0.5, 3.1], [-1.3, -0.4, -0.8], [1.2, 2.5, 0.0], [0.2, -0.1, -0.3], [0.2, 1.2, 0.5], [0.4, 1.1, -0.5], [-0.5, 0.7, -0.2]], "mulliken_charge": [0.18, -0.40, 0.28, -0.78, -0.24, -0.56, -0.29, 0.31, -0.29, 0.73, -1.02, 0.80, -0.33, 0.01, -0.47, -0.35, -0.43, -1.16, 0.22, 0.32, 0.36, 0.42, 0.15, 0.52, 0.30, 0.30, 0.26, 0.47, 0.45, -0.74, -0.05, 0.05, -1.88, 2.07, -1.39, -1.35, -0.26, -0.14, -0.81, 0.21, 1.94, -1.43, -2.31, -1.88, -0.06, 1.56, -1.73, -1.65, -1.45, 0.38, 0.35, 0.41, 0.42, 0.35, 0.00, 0.45, 0.13, 0.29, 0.36, 0.11, 0.39, 0.59, 0.54, 0.29, 0.20, 0.46, 0.54, 0.39, 0.26, 0.44, 0.30, 0.48, 0.30, 0.22, 0.31, 0.52, -0.77, 1.04, -0.36, -1.29, -1.93, 1.38, 0.45, 1.19, -0.24, -0.41, -0.90, 0.13, -0.12, 0.04, -1.04, -0.46, -0.40, -0.57, 0.15, -0.26, -0.30, -0.70, -0.92, -0.32, 0.36, 1.02, 1.12, 0.77, -1.05, 0.25, 0.20, 0.07, 0.34, 0.47, 0.44, 0.39, 0.10, 0.42, -0.08, 0.45, 0.47, 0.45, 0.48], "total_charge": -2, "largest_force_ev_per_a": 11.19, "e_tot_ha": -8673.51732, "gap_ev": 5.61, "de_lowest_kj_mol": 1109.8, "e_lumo_ha": 0.11550}

2.
{"formula": "C3H5NO", "method": "ωB97M-V/def2-TZVPD", "symbols": ["O", "C", "C", "C", "N", "H", "H", "H", "H", "H"], "coordinates": [[-0.9139, 2.0821, 0.1046], [-0.5856, 0.9354, -0.0483], [-0.3844, -0.2628, 0.8784], [0.5631, -0.7608, -0.2519], [0.0233, 0.3166, -1.1073], [0.1267, 0.0919, 1.7832], [-1.2595, -0.8756, 1.1248], [1.6018, -0.6974, 0.1230], [0.3826, -1.7010, -0.7552], [0.4457, 0.8717, -1.8512]], "atomic_forces_ev_per_a": [[-0.4, -0.2, 0.0], [-0.1, 0.7, 0.2], [0.0, 0.0, 0.1], [0.1, -0.3, 0.1], [0.4, 0.7, -0.1], [-0.2, -0.4, -0.1], [0.3, 0.2, -0.2], [-0.3, 0.2, -0.7], [0.0, -0.5, 0.5], [0.1, -0.5, 0.2]], "mulliken_charge": [-0.59, 0.42, -0.38, -0.38, -0.24, 0.21, 0.23, 0.21, 0.27, 0.24], "largest_force_ev_per_a": 0.81, "e_tot_ha": -247.28798, "gap_ev": 10.77, "de_lowest_kj_mol": 50.6, "e_lumo_ha": 0.03680}

3.
{"formula": "C23H26Cl2N2OPPt", "method": "ωB97M-V/def2-TZVPD", "symbols": ["Pt", "C", "C", "C", "C", "C", "C", "C", "P", "C", "C", "C", "C", "C", "C", "C", "C", "C", "C", "C", "C", "C", "C", "H", "H", "H", "H", "H", "H", "H", "H", "H", "H", "H", "H", "H", "H", "H", "H", "H", "H", "H", "H", "Cl", "C", "Cl", "H", "H", "N", "C", "N", "O", "H", "H", "H", "H"], "coordinates": [[-0.0598, 1.0655, 1.3926], [0.1570, -1.7310, -3.2327], [-0.3738, -2.3874, -1.9873], [-0.7412, -3.7281, -2.0739], [-1.2751, -4.4129, -0.9976], [-1.4909, -3.7675, 0.2151], [-1.1443, -2.4398, 0.3489], [-0.5717, -1.7491, -0.7303], [-0.0885, -0.0485, -0.5961], [1.4771, 0.3861, -1.2713], [1.5568, 1.4303, -2.2165], [2.7617, 1.7383, -2.8024], [3.8989, 1.0097, -2.4402], [3.8230, -0.0140, -1.5121], [2.6197, -0.3538, -0.8979], [2.5981, -1.4829, 0.0940], [-1.4615, 1.0568, -0.8727], [-2.6646, 0.5824, -1.3964], [-3.7739, 1.4031, -1.3639], [-3.7506, 2.6516, -0.7074], [-2.6054, 3.1058, -0.1066], [-1.4067, 2.3588, -0.2258], [-0.1687, 2.8529, 0.3048], [-0.2793, -2.2168, -4.1037], [1.2423, -1.8294, -3.3069], [-0.0855, -0.6724, -3.3129], [-0.6156, -4.2404, -3.0193], [-1.5436, -5.4549, -1.1121], [-1.9274, -4.3034, 1.0463], [-1.2930, -1.9369, 1.2885], [0.6625, 1.9601, -2.5251], [2.8279, 2.5188, -3.5475], [4.8514, 1.2480, -2.8958], [4.7186, -0.5646, -1.2538], [3.5759, -1.5806, 0.5623], [2.3776, -2.4285, -0.4074], [1.8622, -1.3597, 0.8930], [-2.7240, -0.4047, -1.8365], [-4.6901, 1.0744, -1.8389], [-4.6508, 3.2521, -0.6841], [-2.5814, 4.0667, 0.3910], [-0.2420, 3.7377, 0.9340], [0.7485, 2.8349, -0.2660], [2.1629, 1.6862, 2.1916], [2.3048, 3.2412, 3.2400], [2.8117, 4.5740, 2.2803], [3.0471, 2.9346, 3.9707], [1.3215, 3.3895, 3.6701], [-2.1137, 0.0550, 4.0796], [-1.1464, -0.7876, 3.7048], [-0.8974, -1.8683, 4.4357], [-0.4436, -0.6050, 2.6578], [-2.6707, -0.1109, 4.9033], [-2.3784, 0.8273, 3.4942], [-1.4154, -2.0950, 5.2697], [-0.1325, -2.4677, 4.1724]], "atomic_forces_ev_per_a": [[-1.1, 0.5, 0.1], [0.0, 0.1, 0.0], [0.0, 0.0, 0.2], [0.0, 0.1, 0.0], [-0.1, -0.1, 0.1], [0.0, 0.0, 0.0], [-0.1, 0.0, 0.0], [0.2, 0.0, -0.4], [0.4, -0.4, -0.4], [-0.2, 0.0, -0.1], [-0.1, 0.0, -0.1], [0.0, -0.1, 0.1], [0.0, 0.1, -0.1], [-0.1, -0.1, 0.1], [0.1, 0.0, 0.0], [0.0, 0.0, 0.0], [0.2, 0.1, 0.3], [-0.1, 0.0, 0.1], [0.0, -0.1, 0.0], [0.0, 0.0, 0.0], [0.0, -0.1, 0.1], [0.1, -0.1, 0.0], [0.6, -0.1, 0.2], [0.1, 0.0, 0.0], [0.0, 0.0, 0.0], [0.0, 0.1, 0.0], [0.0, 0.0, 0.0], [0.0, 0.0, 0.0], [0.0, 0.0, 0.0], [0.0, 0.0, 0.0], [0.0, 0.0, 0.0], [0.0, 0.0, 0.0], [0.0, 0.0, 0.0], [0.0, 0.0, 0.0], [0.0, 0.0, 0.0], [0.0, 0.0, 0.0], [0.0, 0.0, 0.0], [0.0, 0.0, 0.0], [0.0, 0.0, 0.0], [0.0, 0.0, 0.0], [0.0, 0.0, 0.0], [0.0, 0.0, 0.0], [0.0, 0.1, -0.3], [0.0, -0.3, 0.1], [-0.1, 0.0, 0.0], [0.0, 0.0, 0.0], [0.0, 0.1, 0.0], [0.0, 0.0, 0.0], [0.0, 0.0, 0.1], [0.1, 0.1, 0.0], [-0.1, 0.0, 0.0], [0.3, 0.0, 0.0], [0.0, 0.0, 0.0], [0.0, -0.1, 0.0], [0.0, 0.0, 0.0], [0.0, 0.0, 0.0]], "mulliken_charge": [1.74, -1.65, 0.80, -0.83, -0.74, -0.74, -1.04, 1.39, -0.18, 1.39, -0.51, -0.93, -0.73, -0.86, 0.64, -1.45, 1.08, -1.30, -0.72, -0.71, -1.12, 1.21, -1.25, 0.59, 0.30, 0.28, 0.54, 0.46, 0.49, 0.42, 0.56, 0.52, 0.49, 0.56, 0.55, 0.35, 0.17, 0.56, 0.50, 0.48, 0.53, 0.53, 0.29, -0.05, -0.40, -0.03, 0.40, 0.30, -0.35, 0.92, -0.40, -0.80, 0.22, 0.11, 0.20, 0.24], "total_charge": 3, "largest_force_ev_per_a": 1.27, "e_tot_ha": -2456.83771, "gap_ev": 5.58, "de_lowest_kj_mol": 34.5, "e_lumo_ha": -0.44089}